# 1
The following is a quantum chemistry calculation of C2H4N4S in the gas phase at a distorted geometry, from the OMol25 dataset.

Geometry as XYZ:
```
11
Properties=species:S:1:pos:R:3:forces:R:3
N 0.897 0.176 1.574 1.9 -0.4 0.2
N 0.470 -0.292 0.398 0.5 2.6 -2.7
N 0.728 0.935 -0.857 -1.6 -0.6 2.6
N -0.221 0.744 -1.699 -0.7 -0.5 -1.2
C -1.129 -0.074 -1.296 -0.2 -0.3 1.2
C -0.760 -0.651 0.048 -1.5 -0.7 -1.2
S -1.738 -1.721 0.824 -0.1 0.0 0.6
H 1.883 -0.080 1.585 -0.5 0.2 1.2
H 0.369 0.169 2.445 -0.3 -0.3 -0.8
H 1.625 1.084 -1.253 1.2 -0.4 -0.3
H -2.123 -0.290 -1.768 1.4 0.4 0.4
```
Forces are in eV/Å.

The calculation puts the HOMO energy at -8.2 eV. The energy above the lowest of the compared OMol25 structures with the same formula, charge and spin is 390.1 kJ/mol. As for the lowest unoccupied orbital energy: 0.091 eV.

---

# 2
The following is a quantum chemistry calculation of a gas-phase ion, C3H8N (charge +1) at a distorted geometry, from the OMol25 dataset.

Geometry as XYZ:
```
12
Properties=species:S:1:pos:R:3:forces:R:3
C -1.955 -0.167 -0.142 2.1 -0.6 2.3
C -0.477 0.042 0.412 -1.8 -1.5 -2.9
C 0.476 0.227 -0.519 0.7 -1.2 2.0
N 1.858 0.225 0.111 0.4 1.7 -0.4
H -2.401 -0.982 0.443 0.2 0.0 0.0
H -1.768 -0.597 -1.124 -1.0 1.0 -0.5
H -2.562 0.692 0.168 0.0 0.0 -1.3
H -0.291 -0.397 1.394 0.3 1.1 0.2
H 0.526 0.080 -1.604 -0.5 0.8 0.5
H 2.307 1.154 -0.007 -0.4 -0.3 0.0
H 2.568 -0.411 -0.250 -0.3 -0.6 0.0
H 1.719 0.134 1.118 0.3 -0.4 0.0
```
Forces are in eV/Å.

The calculation puts the HOMO energy at -15.2 eV. The energy above the lowest of the compared OMol25 structures with the same formula, charge and spin is 96.8 kJ/mol. The net charge is +1. As for the lowest unoccupied orbital energy: -3.773 eV.

---

# 3
The following is a quantum chemistry calculation of a molecular structure, C17H27N2O7V at a distorted geometry, from the OMol25 dataset.

Geometry as XYZ:
```
54
Properties=species:S:1:pos:R:3:forces:R:3
V -2.619 6.822 13.365 -2.9 -0.9 1.9
C -2.775 9.774 13.275 0.7 3.4 -1.4
O -3.095 8.633 12.516 0.0 -0.4 -1.0
C -2.996 8.664 11.042 0.9 -0.8 1.3
C -3.534 7.334 10.632 -0.2 -2.8 -0.4
O -2.880 6.242 11.480 -0.1 0.8 -2.1
C -3.139 4.870 11.089 -1.1 -0.4 0.2
C -2.643 3.970 12.241 0.5 0.6 -0.3
O -2.657 4.740 13.471 -1.1 -1.2 -0.7
C -2.664 3.953 14.675 3.7 0.3 0.7
H -1.757 10.218 12.926 -1.7 -0.7 0.5
H -2.710 9.573 14.318 0.0 -0.8 0.7
H -3.590 10.575 13.191 1.1 -1.1 -0.3
H -1.932 8.789 10.714 -0.9 0.1 0.5
H -3.654 9.397 10.618 -0.2 0.7 0.0
H -3.348 7.069 9.552 0.0 0.5 1.1
H -4.595 7.163 10.860 0.2 0.6 0.0
H -2.650 4.630 10.116 -0.2 0.3 0.8
H -4.260 4.638 10.997 1.4 1.0 0.1
H -1.649 3.538 12.103 0.3 0.5 -0.1
H -3.277 3.100 12.211 -0.7 -0.2 0.8
H -2.143 2.989 14.468 -0.9 0.4 0.0
H -3.602 3.864 15.174 -0.8 0.1 0.0
H -1.875 4.458 15.343 -1.6 -0.4 -0.7
C 0.496 6.937 15.736 -1.7 0.3 1.5
C 0.235 7.070 14.242 0.2 -0.1 -0.3
C 0.875 5.867 13.588 2.1 0.5 -2.0
C 0.785 8.410 13.591 -0.3 -0.9 -0.5
N -1.155 6.962 13.975 0.5 1.1 -0.3
H 1.492 7.270 15.899 1.0 0.1 0.5
H 0.361 5.886 16.154 0.2 1.3 -0.8
H -0.183 7.613 16.361 0.8 -0.8 -1.0
H 1.966 6.013 13.642 -0.1 -0.2 0.3
H 0.747 5.823 12.472 -0.5 0.0 0.9
H 0.670 4.918 14.043 -0.5 -0.4 0.2
H 1.812 8.630 13.899 0.0 -0.4 -0.1
H 0.217 9.280 13.933 -0.2 -0.3 -0.2
H 0.746 8.296 12.450 0.0 0.3 1.6
O -3.814 7.052 14.995 3.1 0.6 -1.3
C -5.019 6.885 14.597 -3.1 -1.4 1.3
O -5.319 6.633 13.400 1.3 0.4 -0.8
C -6.010 6.782 15.689 0.4 0.3 -3.3
C -5.565 6.911 16.960 0.6 -0.3 2.9
C -6.452 6.792 18.034 2.7 0.4 0.0
C -7.767 6.526 17.756 -3.4 1.3 1.1
C -8.237 6.356 16.436 -1.0 -1.2 -1.3
C -7.372 6.478 15.406 1.0 0.1 -0.4
N -8.868 6.867 18.672 1.3 -2.0 -2.2
O -8.615 7.199 19.821 -0.1 0.5 0.9
O -10.013 6.650 18.202 -0.1 0.6 1.1
H -4.475 6.991 17.121 -0.9 0.2 0.1
H -6.013 6.911 19.029 -0.7 -0.1 -0.2
H -9.282 6.012 16.253 1.1 0.7 0.3
H -7.575 6.336 14.346 -0.5 -0.1 0.3
```
Forces are in eV/Å.

The calculation puts the HOMO energy (spin up / spin down) at -3.4 / -7.4 eV. The energy above the lowest of the compared OMol25 structures with the same formula, charge and spin is 181.3 kJ/mol. Its spin multiplicity is 3. As for the lowest unoccupied orbital energy (spin up / spin down): -0.626 / -0.632 eV.

---

# 4
The following is a quantum chemistry calculation of a molecular structure, C52H50Cl2GeIN4O3PtS3, from the OMol25 dataset.

Geometry as XYZ:
```
117
Properties=species:S:1:pos:R:3:forces:R:3
Pt -0.368 -0.123 -0.280 0.0 0.2 -0.1
C -1.661 2.804 2.723 0.0 0.0 0.0
C -1.853 1.747 1.631 0.0 0.0 0.0
C -2.962 0.791 2.056 0.0 0.0 0.0
C -0.503 1.095 1.366 0.1 0.0 0.0
H -2.607 3.298 2.951 0.0 0.0 0.0
H -0.945 3.569 2.418 0.0 0.0 0.0
H -1.298 2.339 3.644 0.0 0.0 0.0
H -2.165 2.263 0.725 0.0 0.0 -0.1
H -2.802 0.428 3.073 0.0 0.0 0.0
H -3.029 -0.089 1.412 0.0 0.0 0.0
H -3.928 1.299 2.026 0.0 0.0 0.0
H -0.158 0.524 2.230 0.0 0.0 0.0
H 0.234 1.876 1.161 0.0 0.0 0.0
I -3.153 -3.726 -4.844 0.0 0.0 0.0
C -1.772 -2.982 -3.517 0.0 0.0 0.0
C -0.624 -3.591 -3.057 0.0 -0.1 0.0
N -0.058 -2.742 -2.190 0.5 0.1 0.2
N -0.761 -1.607 -2.062 0.1 0.1 0.0
C -1.819 -1.753 -2.855 0.0 0.1 0.2
H -0.190 -4.552 -3.279 0.0 0.0 0.0
H 0.822 -2.796 -1.662 -0.1 0.0 0.0
H -2.586 -0.999 -2.897 0.0 0.1 0.0
O -0.928 1.618 -1.224 -0.4 -0.2 0.0
C -1.541 2.098 -2.384 0.2 -0.1 0.0
C -0.658 1.857 -3.615 0.2 0.2 0.2
C -0.621 0.841 -4.505 0.1 -0.1 -0.1
C 0.448 0.961 -5.452 0.0 0.0 0.0
C 1.171 2.110 -5.289 0.1 -0.2 0.1
S 0.615 3.012 -3.967 -0.1 0.1 0.1
C -2.928 1.508 -2.553 0.0 -0.1 -0.1
C -3.660 0.908 -1.577 -0.1 0.1 0.1
C -4.956 0.516 -2.015 0.0 0.0 0.0
C -5.179 0.833 -3.317 0.0 0.0 0.0
S -3.826 1.614 -4.017 0.0 -0.1 0.0
C -1.658 3.613 -2.221 -0.1 0.0 0.1
C -2.103 4.544 -3.111 -0.1 0.0 0.0
C -2.003 5.873 -2.614 0.0 0.0 0.0
C -1.474 5.915 -1.362 0.0 0.0 0.0
S -1.106 4.351 -0.774 0.0 0.0 0.0
H -1.333 0.033 -4.515 0.0 0.0 0.0
H 0.609 0.268 -6.267 0.0 0.0 0.0
H 1.963 2.481 -5.919 0.0 0.0 0.0
H -3.288 0.782 -0.572 0.0 0.0 0.0
H -5.688 0.031 -1.386 0.0 0.0 0.0
H -6.066 0.657 -3.905 0.0 0.0 0.0
H -2.487 4.298 -4.092 0.0 0.0 0.0
H -2.312 6.749 -3.164 0.0 0.0 0.0
H -1.293 6.783 -0.749 0.0 0.0 0.0
Ge -1.050 -2.190 0.929 -0.2 -0.1 0.0
C -2.501 -3.071 -0.022 0.0 0.0 0.0
C -3.720 -2.470 -0.336 0.0 0.0 0.0
C -4.720 -3.186 -0.976 0.0 0.0 0.0
C -4.519 -4.521 -1.304 0.0 0.0 0.0
C -3.318 -5.135 -0.988 0.0 0.0 0.0
C -2.315 -4.412 -0.353 0.0 0.0 0.0
C -1.509 -1.997 2.799 0.1 0.0 0.0
C -0.548 -1.663 3.751 0.0 0.0 0.0
C -0.884 -1.615 5.097 0.0 0.0 0.0
C -2.178 -1.917 5.502 0.0 0.0 0.0
C -3.134 -2.274 4.563 0.0 0.0 0.0
C -2.801 -2.314 3.217 0.0 0.0 0.0
H 0.163 -3.127 0.825 0.0 0.1 -0.1
H -3.896 -1.432 -0.084 0.0 0.0 0.0
H -5.659 -2.705 -1.219 0.0 0.0 0.0
H -5.299 -5.080 -1.805 0.0 0.0 0.0
H -3.158 -6.176 -1.236 0.0 0.0 0.0
H -1.378 -4.904 -0.116 0.0 0.0 0.0
H 0.470 -1.442 3.449 0.0 0.0 0.0
H -0.136 -1.348 5.830 0.0 0.0 0.0
H -2.438 -1.881 6.552 0.0 0.0 0.0
H -4.139 -2.521 4.877 0.0 0.0 0.0
H -3.557 -2.590 2.491 0.0 0.0 0.0
Cl 5.713 2.271 1.175 0.0 0.0 0.0
C 4.357 2.421 2.265 0.0 0.0 0.0
C 3.602 3.579 2.212 0.0 0.0 0.0
C 2.489 3.708 3.024 0.0 0.0 0.0
C 2.173 2.687 3.904 0.0 0.0 0.0
C 2.969 1.558 3.982 0.0 0.0 0.0
Cl 2.615 0.407 5.227 -0.1 0.0 0.0
C 4.084 1.369 3.153 0.0 0.0 0.0
N 4.923 0.271 3.246 0.1 0.0 0.0
C 4.497 -1.102 3.298 0.0 0.0 0.0
C 4.821 -1.840 4.430 0.0 0.0 0.0
C 4.480 -3.176 4.526 0.0 0.0 0.0
C 3.807 -3.789 3.478 0.0 0.0 0.0
C 3.509 -3.067 2.336 -0.1 0.0 0.0
C 3.854 -1.721 2.224 0.0 0.1 0.0
C 3.627 -0.994 0.915 0.0 0.0 0.1
C 2.314 -1.344 0.243 0.0 -0.1 -0.1
O 2.299 -2.151 -0.677 -0.4 -0.1 -0.4
O 1.294 -0.699 0.730 0.0 -0.1 0.1
H 3.894 4.370 1.534 0.0 0.0 0.0
H 1.886 4.604 2.989 0.0 0.0 0.0
H 1.329 2.771 4.574 0.0 0.0 0.0
H 5.810 0.401 2.785 0.0 0.0 0.0
H 5.326 -1.335 5.242 0.0 0.0 0.0
H 4.732 -3.736 5.417 0.0 0.0 0.0
H 3.529 -4.832 3.544 0.0 0.0 0.0
H 3.017 -3.558 1.504 0.0 0.0 0.0
H 4.409 -1.280 0.209 0.0 0.0 0.0
H 3.679 0.082 1.068 -0.1 0.0 0.0
C 2.272 2.319 -0.728 0.1 0.0 -0.2
C 2.558 1.653 -1.996 -0.1 0.0 0.2
C 3.703 1.994 -2.890 0.0 0.0 -0.2
C 3.735 1.028 -3.800 0.0 0.1 -0.1
C 2.589 0.102 -3.451 0.1 -0.1 0.2
C 2.419 -1.245 -4.011 0.0 0.1 0.0
N 1.928 0.535 -2.389 -0.1 -0.1 -0.1
H 3.098 2.951 -0.415 0.0 0.0 0.0
H 2.017 1.581 0.036 0.0 0.0 0.0
H 1.368 2.932 -0.845 -0.1 0.0 0.0
H 4.349 2.847 -2.758 0.0 0.0 0.0
H 4.421 0.872 -4.618 0.0 0.0 0.0
H 2.775 -1.309 -5.037 0.0 0.0 0.0
H 1.392 -1.586 -3.915 0.0 0.0 0.0
H 3.045 -1.904 -3.392 0.0 0.0 0.0
```
Forces are in eV/Å.

The calculation puts the HOMO energy at -10.4 eV. The energy above the lowest of the compared OMol25 structures with the same formula, charge and spin is 194.3 kJ/mol. The net charge is +1. As for the lowest unoccupied orbital energy: -5.720 eV.

---

# 5
The following is a quantum chemistry calculation of 3 unconnected molecules or ions with the total composition C32H57ClN7O2, from the OMol25 dataset.

Geometry as XYZ:
```
99
Properties=species:S:1:pos:R:3:forces:R:3
C -5.369 0.569 0.396 0.2 0.1 0.1
C -4.220 0.277 -0.529 -0.3 -0.2 0.2
C -3.442 1.290 -1.041 0.1 0.6 -0.1
C -2.379 1.013 -1.884 0.3 0.1 -0.2
C -2.079 -0.292 -2.219 0.3 0.2 -0.3
C -2.846 -1.323 -1.710 -0.1 -0.3 0.1
C -2.518 -2.752 -2.039 -0.2 -0.2 0.0
N -1.168 -3.134 -1.560 0.1 -0.1 -0.3
C -1.018 -3.255 -0.120 -0.1 0.2 0.4
N -0.287 -2.140 0.472 0.1 -0.2 -0.2
C -0.185 -3.263 -2.445 0.1 0.0 -0.2
N -0.371 -3.042 -3.789 0.6 -0.2 0.5
C 0.811 -3.233 -4.329 -0.2 0.1 0.1
N 1.738 -3.561 -3.431 -0.5 0.2 -0.4
N 1.115 -3.606 -2.202 -0.1 -0.1 -0.3
C 1.922 -3.927 -1.022 0.5 0.1 0.2
C 2.969 -5.010 -1.321 -0.3 0.1 0.0
C 3.358 -5.752 -0.056 0.0 0.1 0.0
Cl 4.076 -4.624 1.123 0.0 0.0 0.1
C -3.906 -1.033 -0.875 -0.2 -0.2 0.2
H -6.289 0.104 0.041 0.0 0.0 0.0
H -5.524 1.645 0.485 -0.1 -0.1 -0.1
H -5.152 0.192 1.399 -0.1 -0.1 -0.1
H -3.673 2.320 -0.790 0.0 0.0 -0.1
H -1.774 1.819 -2.284 -0.1 0.0 0.0
H -1.253 -0.511 -2.890 0.0 0.1 0.0
H -3.220 -3.421 -1.537 0.0 0.0 -0.1
H -2.571 -2.954 -3.105 0.1 0.0 0.0
H -2.035 -3.241 0.276 0.0 -0.1 -0.1
H -0.598 -4.233 0.133 0.0 0.0 0.0
H 0.285 -2.428 1.254 0.0 0.0 0.0
H 0.289 -1.646 -0.196 -0.1 0.1 0.0
H 1.042 -3.133 -5.381 0.0 0.0 0.1
H 2.715 -3.738 -3.594 0.1 -0.1 0.4
H 2.419 -3.019 -0.676 -0.1 0.0 0.0
H 1.271 -4.272 -0.230 -0.1 0.0 -0.1
H 2.552 -5.734 -2.029 0.1 0.0 0.0
H 3.861 -4.542 -1.743 0.0 -0.2 -0.1
H 4.089 -6.529 -0.263 0.0 0.0 0.0
H 2.481 -6.185 0.422 0.1 -0.1 0.0
H -4.511 -1.845 -0.477 0.0 0.0 0.0
C 6.606 -3.006 7.348 0.0 0.0 -0.1
C 6.092 -1.623 6.914 0.4 -0.3 0.2
C 4.872 -1.211 7.740 -0.2 0.1 0.0
C 3.615 -2.011 7.400 0.1 0.0 -0.1
C 3.310 -1.951 5.903 -0.1 0.2 0.2
C 4.497 -2.346 5.020 0.1 -0.5 -0.2
N 5.712 -1.593 5.463 -0.6 0.5 0.3
O 5.768 -0.417 4.956 0.3 -0.1 -0.2
C 4.721 -3.865 5.055 0.1 0.0 0.0
C 4.224 -1.966 3.571 -0.1 0.1 -0.2
C 7.231 -0.634 7.121 0.0 0.1 0.0
H 7.227 -2.888 8.235 0.0 0.0 0.0
H 5.817 -3.705 7.611 0.0 0.0 0.0
H 7.222 -3.456 6.569 0.0 0.0 0.0
H 4.674 -0.149 7.568 0.1 0.0 -0.1
H 5.120 -1.320 8.798 0.0 0.0 0.0
H 3.717 -3.049 7.727 0.0 0.0 0.0
H 2.768 -1.603 7.954 0.0 0.0 0.0
H 2.468 -2.603 5.659 0.0 0.0 0.0
H 3.008 -0.931 5.646 0.1 0.0 0.0
H 5.650 -4.126 4.545 0.0 0.0 0.0
H 3.899 -4.357 4.533 0.0 0.0 0.0
H 4.753 -4.281 6.056 0.0 0.0 0.0
H 3.949 -0.919 3.469 0.1 0.0 0.0
H 3.401 -2.577 3.196 0.0 0.0 0.0
H 5.103 -2.148 2.951 0.0 0.0 0.0
H 8.098 -0.910 6.520 0.0 0.0 0.0
H 7.520 -0.651 8.172 0.0 0.0 0.0
H 6.943 0.380 6.860 0.0 0.0 0.0
C -5.118 7.306 -4.678 0.0 -0.1 0.0
C -4.464 6.411 -3.613 -0.4 0.3 -0.2
C -2.944 6.586 -3.610 0.2 -0.1 0.0
C -2.264 5.973 -4.833 -0.1 0.0 0.0
C -2.650 4.505 -5.001 0.2 0.1 0.1
C -4.161 4.260 -5.008 -0.3 -0.1 -0.4
N -4.772 4.958 -3.829 0.8 -0.1 0.2
O -4.689 4.267 -2.753 -0.3 -0.1 0.1
C -4.785 4.722 -6.332 0.0 0.1 0.1
C -4.451 2.770 -4.871 0.1 -0.1 0.0
C -5.045 6.819 -2.265 0.0 0.0 0.1
H -5.218 8.314 -4.278 0.0 0.0 0.0
H -4.540 7.390 -5.594 0.0 0.0 0.0
H -6.116 6.947 -4.931 0.0 0.0 0.0
H -2.539 6.119 -2.707 -0.1 0.0 0.0
H -2.721 7.653 -3.543 0.0 0.0 0.0
H -2.512 6.537 -5.736 0.0 0.0 0.0
H -1.182 6.051 -4.719 0.0 0.0 0.0
H -2.236 4.106 -5.931 0.0 0.0 0.0
H -2.207 3.927 -4.183 -0.1 0.0 0.0
H -5.874 4.681 -6.275 0.0 0.0 0.0
H -4.463 4.050 -7.127 0.0 0.0 0.0
H -4.496 5.724 -6.629 0.0 0.0 0.0
H -3.952 2.334 -4.008 0.0 0.0 0.0
H -4.096 2.263 -5.770 0.0 0.0 0.0
H -5.521 2.589 -4.771 0.0 0.0 0.0
H -6.127 6.678 -2.252 0.0 0.0 0.0
H -4.832 7.875 -2.100 0.0 0.0 0.0
H -4.616 6.249 -1.446 0.0 0.0 0.0
```
Forces are in eV/Å.

The calculation puts the HOMO energy (spin up / spin down) at -9.6 / -10.7 eV. Its spin multiplicity is 3. The net charge is +1. As for the lowest unoccupied orbital energy (spin up / spin down): -2.668 / -2.668 eV.

---

# 6
The following is a quantum chemistry calculation of C5H11NO3 in the gas phase at a distorted geometry, from the OMol25 dataset.

Geometry as XYZ:
```
20
Properties=species:S:1:pos:R:3:forces:R:3
C -1.939 -0.546 0.094 1.0 0.3 0.8
C -0.538 -0.711 -0.530 1.8 -1.6 -1.4
N -0.109 0.327 -1.456 0.0 0.0 0.2
C 0.453 1.523 -0.834 0.1 0.0 0.1
C 1.197 1.157 0.458 0.7 -1.4 -1.2
O 0.341 1.042 1.510 -2.1 -2.8 -0.5
O 1.871 -0.182 0.220 0.5 1.7 0.5
C 1.019 -1.233 0.214 -3.4 1.1 -1.5
O 0.721 -1.779 1.444 0.3 -0.3 1.0
H -2.709 -0.745 -0.655 0.2 -0.2 0.1
H -2.075 0.477 0.446 -0.2 0.1 0.2
H -2.000 -1.226 0.948 -0.4 0.0 -0.1
H -0.638 -1.611 -1.146 -0.1 0.0 0.0
H -0.838 0.573 -2.115 0.1 0.0 0.1
H 1.146 1.985 -1.537 0.0 0.1 0.0
H -0.314 2.260 -0.557 0.2 0.0 0.0
H 2.029 1.822 0.693 -0.2 0.0 0.0
H -0.246 0.204 1.169 1.5 2.9 1.8
H 1.368 -1.996 -0.486 0.1 0.1 0.1
H 1.263 -1.343 2.119 -0.1 -0.1 -0.2
```
Forces are in eV/Å.

The calculation puts the HOMO energy at -8.9 eV. The energy above the lowest of the compared OMol25 structures with the same formula, charge and spin is 283.5 kJ/mol. As for the lowest unoccupied orbital energy: 0.818 eV.